A structure of composition C5H3NO2 in a non-equilibrium geometry. Source: OMol25; level of theory: ωB97M-V with the def2-TZVPD basis set.

Each line ends with the natural charge from an NBO analysis.
Geometry (Å):
1 C -1.389 0.283 -0.309  0.37
2 C -1.368 -0.216 0.916  -0.10
3 C 0.586 -0.467 -0.076  0.45
4 C 2.054 -0.619 -0.081  -0.10
5 C 3.306 -0.046 0.023  -0.20
6 H -3.175 0.739 -0.756  0.48
7 H -2.078 -0.593 1.741  0.24
8 H 4.424 0.685 -0.425  0.33
9 N -0.160 0.042 -1.058  -0.43
10 O -2.217 0.932 -1.098  -0.63
11 O 0.017 -0.742 1.121  -0.42

HOMO-LUMO gap   8.937 eV
Spin multiplicity   1
Charge   0

An isolated molecule of C5H3NO3 in a non-equilibrium geometry. Source: OMol25; level of theory: ωB97M-V with the def2-TZVPD basis set.

Each line ends with the natural charge from an NBO analysis.
Geometry (Å):
1 C 1.625 -0.064 0.086  0.75
2 C 0.204 -0.034 -0.053  -0.35
3 C -0.478 -1.185 -0.223  0.12
4 C -2.115 0.152 0.251  0.04
5 C -0.846 0.984 0.053  0.50
6 H 3.082 0.902 0.278  0.49
7 H -0.135 -2.335 -0.230  0.24
8 H -3.173 0.550 0.282  0.22
9 N -1.872 -1.105 -0.194  -0.38
10 O 2.180 1.156 -0.158  -0.64
11 O 2.172 -1.153 0.069  -0.57
12 O -0.643 2.132 -0.160  -0.42

SMILES   O=C(O)C1=CN=CC1=O
HOMO-LUMO gap   8.130 eV
Spin multiplicity   1
Charge   0

An isolated molecule of C5H3NO3S in a non-equilibrium geometry. Source: OMol25; level of theory: ωB97M-V with the def2-TZVPD basis set.

Each line ends with the natural charge from an NBO analysis.
Geometry (Å):
1 C -0.065 0.027 0.002  -0.26
2 C 1.175 -0.694 -0.008  -0.32
3 C -0.420 1.337 -0.047  0.04
4 C 2.296 -0.084 0.322  -0.23
5 C 0.846 3.441 -0.144  0.90
6 N 0.408 2.361 0.217  -0.56
7 O 1.463 4.410 -0.282  -0.47
8 O 4.655 0.186 -1.081  -0.83
9 O 4.780 -0.847 1.163  -0.83
10 S 3.982 -0.586 -0.027  1.88
11 H -0.870 -0.671 -0.054  0.21
12 H 0.916 -1.735 -0.474  0.26
13 H -1.476 1.488 -0.128  0.21

SMILES   O=C=N/C=C\C=C=S(=O)=O
HOMO-LUMO gap (spin up / spin down)   7.329 / 7.328 eV
Spin multiplicity   1
Charge   0

An isolated molecule of C5H3NS in a non-equilibrium geometry. Source: OMol25; level of theory: ωB97M-V with the def2-TZVPD basis set.

Each line ends with the natural charge from an NBO analysis.
Geometry (Å):
1 C 2.865 0.885 0.005  -0.71
2 C 3.171 -0.411 -0.198  0.20
3 C 1.530 0.972 0.227  0.65
4 C -0.207 -0.570 0.154  -0.04
5 C -1.520 -0.756 0.046  -0.42
6 N 0.381 0.661 0.318  -0.36
7 S 1.019 -1.858 0.090  -0.05
8 H 3.581 1.686 -0.044  0.29
9 H -1.909 -1.737 -0.160  0.22
10 H -2.222 0.051 0.159  0.21

HOMO-LUMO gap (spin up / spin down)   6.656 / 6.657 eV
Spin multiplicity   1
Charge   0

Taking the records one at a time from the top gives energy relative to the best compared isomer or geometry (same formula, charge and spin) values of 5.336 1.591 2.967 3.201 eV.
Taking the records one at a time from the top gives E_tot values of -397.3366 -472.7196 -870.8169 -645.0200 a.u..